1.
The following is a DFT calculation (ωB97M-V/def2-TZVPD) of 10 unconnected molecules or ions with the total composition C56H51F9O4S at a distorted geometry.

```
121
Properties=species:S:1:pos:R:3
C 3.627 -0.072 -0.497
O 4.167 1.167 -0.924
C 3.795 2.191 -0.053
O 2.605 1.898 0.676
S 1.176 2.138 -0.148
O 1.395 2.172 -1.609
O 0.356 0.706 0.160
H 4.000 -0.831 -1.195
H 2.535 -0.110 -0.567
H 3.978 -0.389 0.493
H 3.670 3.102 -0.660
H 4.565 2.427 0.700
H 0.929 0.135 0.691
F -2.432 3.737 3.279
C -2.738 3.930 1.974
C -3.672 4.884 1.620
C -3.969 5.070 0.275
C -3.338 4.294 -0.692
C -2.406 3.335 -0.314
C -2.100 3.157 1.027
H -4.159 5.472 2.388
H -4.693 5.818 -0.018
H -3.575 4.436 -1.738
H -1.917 2.725 -1.063
H -1.371 2.420 1.338
F 2.048 -0.799 1.651
C 1.528 -1.712 2.506
C 1.911 -1.704 3.834
C 1.358 -2.639 4.700
C 0.437 -3.569 4.227
C 0.067 -3.561 2.888
C 0.612 -2.625 2.022
H 2.632 -0.975 4.181
H 1.643 -2.641 5.744
H 0.006 -4.296 4.904
H -0.649 -4.280 2.516
H 0.328 -2.599 0.978
F -4.188 0.739 -2.527
C -3.270 0.745 -3.512
C -3.690 0.799 -4.828
C -2.740 0.810 -5.841
C -1.386 0.756 -5.527
C -0.980 0.697 -4.200
C -1.927 0.697 -3.184
H -4.748 0.833 -5.053
H -3.055 0.859 -6.875
H -0.648 0.761 -6.319
H 0.073 0.652 -3.953
H -1.628 0.660 -2.144
F 5.779 -2.097 -0.441
C 7.062 -1.757 -0.215
C 8.045 -2.725 -0.306
C 9.368 -2.370 -0.080
C 9.691 -1.058 0.243
C 8.692 -0.097 0.334
C 7.368 -0.445 0.099
H 7.774 -3.744 -0.551
H 10.147 -3.117 -0.155
H 10.723 -0.784 0.422
H 8.943 0.924 0.588
H 6.576 0.292 0.156
F -3.728 -1.655 6.666
C -3.084 -1.063 5.645
C -2.072 -1.749 4.996
C -1.411 -1.138 3.939
C -1.762 0.151 3.551
C -2.778 0.830 4.215
C -3.447 0.218 5.267
H -1.809 -2.748 5.318
H -0.621 -1.668 3.418
H -1.242 0.626 2.728
H -3.047 1.833 3.914
H -4.246 0.725 5.792
F -2.150 9.878 3.583
C -1.391 8.776 3.726
C -0.015 8.907 3.781
C 0.766 7.769 3.933
C 0.166 6.518 4.019
C -1.218 6.403 3.957
C -2.003 7.540 3.815
H 0.434 9.889 3.705
H 1.844 7.859 3.985
H 0.778 5.633 4.134
H -1.683 5.430 4.021
H -3.083 7.472 3.774
F -2.917 -4.518 3.284
C -3.829 -4.544 2.291
C -4.524 -5.711 2.029
C -5.461 -5.721 1.003
C -5.683 -4.572 0.251
C -4.974 -3.409 0.527
C -4.043 -3.393 1.556
H -4.330 -6.596 2.620
H -6.017 -6.624 0.790
H -6.410 -4.584 -0.549
H -5.144 -2.517 -0.061
H -3.486 -2.495 1.791
F -6.966 -2.498 -1.938
C -6.190 -2.870 -2.972
C -5.086 -2.104 -3.300
C -4.282 -2.492 -4.363
C -4.596 -3.634 -5.091
C -5.710 -4.391 -4.752
C -6.511 -4.012 -3.683
H -4.862 -1.213 -2.726
H -3.412 -1.903 -4.624
H -3.970 -3.933 -5.922
H -5.956 -5.278 -5.321
H -7.378 -4.595 -3.400
F 5.622 -4.074 -5.009
C 5.903 -2.759 -5.036
C 6.010 -2.065 -3.845
C 6.304 -0.708 -3.872
C 6.478 -0.061 -5.090
C 6.363 -0.770 -6.279
C 6.079 -2.129 -6.255
H 5.863 -2.586 -2.907
H 6.397 -0.156 -2.945
H 6.703 0.998 -5.110
H 6.494 -0.265 -7.227
H 5.994 -2.700 -7.171
```

As for the net charge: 0. For the frontier orbital gap, the calculation gives 9.45 eV.


2.
The following is a DFT calculation (ωB97M-V/def2-TZVPD) of a single C3H8N3P molecule at a distorted geometry.

```
15
Properties=species:S:1:pos:R:3
C -0.410 -0.159 0.094
C -1.477 -0.973 -0.488
C -1.686 0.493 -0.189
N 1.863 -0.798 -1.667
N 1.912 -0.880 1.048
N 1.793 1.481 -0.084
P 1.431 -0.103 -0.349
H -1.352 -1.478 -1.455
H -2.051 -1.750 0.204
H -2.403 0.712 0.709
H -1.772 1.255 -1.034
H 1.725 -1.895 1.007
H 2.954 -0.715 1.031
H 2.290 1.823 0.703
H 2.023 2.097 -0.878
```

As for the net charge: 0. For the frontier orbital gap (alpha / beta), the calculation gives 8.75 / 7.40 eV.


3.
The following is a DFT calculation (ωB97M-V/def2-TZVPD) of a molecular structure, C25H50Al at a distorted geometry.

```
76
Properties=species:S:1:pos:R:3
C 3.734 -2.675 1.626
C 2.778 -1.543 0.954
C 3.287 -1.352 -0.572
C 2.860 -0.155 1.796
Al 0.924 0.455 2.268
C 0.074 1.542 0.734
C -1.472 1.090 0.414
C -1.421 -0.207 -0.541
C -2.019 -1.550 0.094
C -2.329 -1.807 1.585
C -2.872 -3.189 2.061
C -3.127 -4.358 1.050
C -2.857 -4.120 -0.466
C -2.304 -2.744 -0.895
H 3.107 -3.430 2.237
H 4.522 -2.166 2.298
H 4.319 -3.292 0.860
H 1.713 -1.992 0.975
H 2.528 -1.693 -1.359
H 4.260 -1.921 -0.784
H 3.495 -0.243 -0.770
H 3.318 0.671 1.148
H 3.459 -0.290 2.761
H 0.102 -0.892 2.548
H 0.912 1.262 3.665
H 0.085 2.661 0.986
H 0.713 1.409 -0.214
H -2.074 0.957 1.372
H -1.948 1.973 -0.167
H -0.320 -0.421 -0.812
H -1.942 0.030 -1.548
H -2.123 -0.989 2.359
H -3.071 -3.380 3.173
H -3.507 -5.360 1.435
H -3.027 -4.937 -1.251
H -2.095 -2.604 -2.019
C 0.642 -2.170 -3.849
C -0.049 -2.153 -5.206
C -1.200 -3.155 -5.308
C -0.798 -4.626 -5.156
C 0.250 -5.117 -6.156
C -0.223 -5.049 -7.602
H 1.098 -3.141 -3.641
H 1.436 -1.419 -3.820
H -0.066 -1.943 -3.047
H 0.688 -2.331 -5.996
H -0.448 -1.148 -5.381
H -1.708 -3.013 -6.267
H -1.945 -2.922 -4.538
H -1.699 -5.243 -5.252
H -0.424 -4.799 -4.142
H 0.495 -6.158 -5.918
H 1.181 -4.552 -6.046
H -1.126 -5.649 -7.744
H 0.551 -5.436 -8.271
H -0.440 -4.022 -7.908
C -1.528 3.918 4.293
C -0.080 4.381 4.366
C 0.120 5.590 5.282
C -0.615 6.864 4.851
C -0.272 7.364 3.447
C 1.191 7.755 3.290
H -2.180 4.693 3.879
H -1.610 3.039 3.649
H -1.900 3.647 5.285
H 0.289 4.597 3.358
H 0.530 3.554 4.744
H 1.193 5.797 5.363
H -0.211 5.328 6.295
H -0.391 7.655 5.576
H -1.696 6.698 4.911
H -0.893 8.241 3.231
H -0.535 6.612 2.696
H 1.461 8.543 4.000
H 1.376 8.131 2.280
H 1.856 6.903 3.452
```

As for the net charge: -1. For the frontier orbital gap, the calculation gives 7.20 eV.


4.
The following is a DFT calculation (ωB97M-V/def2-TZVPD) of 2 unconnected molecules or ions with the total composition C14H18I2N3O8.

```
45
Properties=species:S:1:pos:R:3
N -2.984 2.116 3.298
C -3.604 1.291 2.387
O -4.193 1.717 1.411
C -3.586 -0.197 2.663
C -2.240 -0.887 2.349
C -1.611 -0.476 1.046
N -2.451 -0.060 0.077
C -2.081 0.334 -1.151
I -3.630 0.925 -2.388
C -0.737 0.337 -1.497
C -0.295 0.816 -2.862
O 0.266 2.137 -2.837
N -0.484 2.969 -1.968
O 0.183 3.819 -1.546
C 0.185 -0.119 -0.535
C 1.665 -0.223 -0.880
O 2.262 -1.209 -0.564
O 2.195 0.781 -1.583
C 2.927 1.762 -0.814
C 4.189 1.207 -0.190
O 4.876 0.400 -1.137
C 5.342 -0.779 -0.666
O 5.784 -0.940 0.429
C -0.256 -0.506 0.746
I 1.054 -1.150 2.244
H -2.012 1.915 3.494
H -3.119 3.082 3.020
H -3.781 -0.344 3.725
H -4.426 -0.655 2.143
H -1.550 -0.780 3.179
H -2.446 -1.959 2.270
H -3.450 -0.025 0.277
H -1.136 0.843 -3.551
H 0.460 0.158 -3.283
H 3.163 2.555 -1.519
H 2.299 2.221 -0.045
H 3.956 0.633 0.709
H 4.831 2.024 0.141
H 5.260 -1.578 -1.408
C 0.203 -3.841 -0.867
O -1.205 -3.772 -1.110
H 0.555 -4.797 -1.243
H 0.727 -3.040 -1.389
H 0.413 -3.776 0.204
H -1.520 -2.928 -0.778
```

As for the net charge: +1. For the frontier orbital gap, the calculation gives 7.98 eV.


5.
The following is a DFT calculation (ωB97M-V/def2-TZVPD) of 13 unconnected molecules or ions with the total composition C31H55B2N13O3 at a distorted geometry.

```
104
Properties=species:S:1:pos:R:3
C -1.678 3.679 3.388
C -2.807 3.281 2.319
O -2.279 2.695 1.121
C -1.531 1.481 1.379
B -0.021 1.722 0.784
C 1.274 2.132 1.665
C 1.817 0.981 2.622
C 3.001 0.180 1.885
O 3.325 -1.013 2.622
C 2.356 -2.013 2.264
B 0.117 1.552 -0.883
N 0.219 0.202 -1.531
O 0.098 2.705 -1.770
H -0.736 4.058 2.897
H -1.442 2.725 3.968
H -2.045 4.423 4.150
H -3.641 2.664 2.791
H -3.277 4.273 2.005
H -2.013 0.666 0.735
H -1.556 1.125 2.450
H 1.135 3.094 2.263
H 2.119 2.368 0.932
H 1.004 0.294 3.005
H 2.311 1.422 3.551
H 3.911 0.861 1.794
H 2.708 -0.061 0.806
H 1.330 -1.594 2.026
H 2.685 -2.649 1.377
H 2.209 -2.735 3.122
H 1.010 -0.333 -1.160
H -0.670 -0.288 -1.334
H -0.645 2.496 -2.376
C -2.982 0.758 -4.329
C -3.045 0.257 -2.925
N -3.093 -0.132 -1.830
H -3.559 1.679 -4.422
H -1.945 0.957 -4.604
H -3.393 0.010 -5.007
C 5.448 2.283 4.357
C 4.549 3.293 3.728
N 3.849 4.081 3.236
H 6.432 2.724 4.550
H 5.018 1.942 5.300
H 5.567 1.427 3.691
C 8.040 2.196 7.546
C 8.207 2.286 6.067
N 8.337 2.356 4.914
H 8.900 1.689 7.984
H 7.961 3.197 7.971
H 7.136 1.634 7.783
C -4.858 -0.352 1.760
C -4.445 -0.120 3.174
N -4.121 0.058 4.277
H -5.388 -1.302 1.679
H -5.516 0.452 1.429
H -3.978 -0.379 1.117
C -4.262 5.449 -4.671
C -4.513 4.243 -5.510
N -4.711 3.300 -6.161
H -4.188 6.334 -5.304
H -5.081 5.582 -3.965
H -3.330 5.328 -4.118
C -6.751 1.527 -0.977
C -6.410 2.691 -1.842
N -6.145 3.597 -2.518
H -7.609 0.997 -1.392
H -5.901 0.846 -0.925
H -6.996 1.873 0.028
C -2.443 -3.039 5.022
C -1.085 -3.281 4.455
N -0.025 -3.467 4.013
H -2.515 -3.486 6.014
H -2.627 -1.967 5.099
H -3.199 -3.484 4.375
C -2.285 -3.685 -0.594
C -3.746 -3.477 -0.390
N -4.885 -3.306 -0.232
H -2.107 -4.656 -1.059
H -1.888 -2.902 -1.240
H -1.769 -3.650 0.365
C 9.211 3.283 1.541
C 9.575 4.437 0.669
N 9.859 5.337 -0.010
H 8.348 2.762 1.125
H 10.049 2.589 1.605
H 8.965 3.637 2.542
C 1.746 -5.176 -1.854
C 1.241 -3.946 -1.181
N 0.846 -2.985 -0.658
H 1.564 -6.046 -1.222
H 1.232 -5.316 -2.810
H 2.818 -5.086 -2.034
C 0.435 -5.678 -6.434
C 0.388 -6.220 -5.045
N 0.351 -6.644 -3.962
H -0.131 -4.748 -6.487
H 1.469 -5.483 -6.720
H 0.003 -6.399 -7.128
C -2.883 -4.867 -9.444
C -1.709 -5.786 -9.472
N -0.794 -6.503 -9.495
H -2.952 -4.385 -8.468
H -2.772 -4.102 -10.213
H -3.798 -5.430 -9.629
```

As for the net charge: 0. For the frontier orbital gap, the calculation gives 8.44 eV.


6.
The following is a DFT calculation (ωB97M-V/def2-TZVPD) of a molecular structure, C8H16CoF8N2O10S4 at a distorted geometry.

```
49
Properties=species:S:1:pos:R:3
Co -13.666 17.915 11.395
N -15.203 18.420 12.566
S -15.612 19.442 13.772
O -15.674 18.822 15.030
O -16.557 20.406 13.364
F -14.244 20.246 13.801
S -16.548 17.456 12.397
O -17.694 18.166 11.997
O -16.620 16.419 13.336
F -16.046 16.763 11.050
C -11.150 20.881 11.419
F -10.800 21.131 10.176
F -10.335 21.469 12.274
F -12.410 21.301 11.608
S -11.150 19.049 11.811
O -9.835 18.607 12.073
O -12.132 18.873 12.858
N -11.895 18.316 10.538
S -10.757 17.790 9.491
O -9.833 18.816 9.133
O -10.252 16.506 9.838
C -11.822 17.592 8.018
F -12.896 16.833 8.338
F -12.250 18.797 7.620
F -11.156 17.006 7.033
C -14.356 21.041 8.882
C -15.163 20.192 9.820
C -16.674 20.270 9.623
O -14.699 18.802 9.700
H -13.291 20.935 9.075
H -14.644 22.091 8.985
H -14.576 20.826 7.831
H -14.931 20.507 10.838
H -17.162 20.770 10.457
H -17.106 19.271 9.599
H -16.886 20.796 8.692
H -14.960 18.491 8.828
C -11.298 15.389 13.181
C -12.803 15.414 13.107
C -13.449 16.070 14.293
O -13.201 15.995 11.820
H -10.949 15.003 14.137
H -10.880 16.387 13.052
H -10.908 14.760 12.379
H -13.126 14.367 13.123
H -13.130 17.113 14.381
H -13.280 15.518 15.212
H -14.535 16.117 14.187
H -13.413 15.257 11.242
```

As for the net charge: 0. For the frontier orbital gap (alpha / beta), the calculation gives 10.75 / 9.82 eV. The spin multiplicity is 4.


7.
The following is a DFT calculation (ωB97M-V/def2-TZVPD) of 2 unconnected molecules or ions with the total composition C5H11NO at a distorted geometry.

```
18
Properties=species:S:1:pos:R:3
C -0.773 1.889 1.510
C -1.458 0.838 1.069
C -1.249 0.257 -0.258
C -0.806 -0.974 -0.553
C -0.448 -1.351 -1.947
N -0.918 -1.983 0.462
H -0.585 2.300 2.493
H -0.162 2.393 0.757
H -2.143 0.414 1.806
H -1.185 0.963 -1.082
H -0.631 -2.396 -2.187
H -0.809 -0.639 -2.675
H 0.647 -1.247 -1.987
H -1.156 -1.566 1.357
H -1.761 -2.537 0.315
O 4.465 1.600 0.283
H 4.298 1.059 1.061
H 4.674 0.982 -0.424
```

As for the net charge: 0. For the frontier orbital gap, the calculation gives 9.03 eV. The SMILES is C=C/C=C(/C)N.O.


8.
The following is a DFT calculation (ωB97M-V/def2-TZVPD) of a single C5H7N molecule at a distorted geometry.

```
13
Properties=species:S:1:pos:R:3
C 1.914 0.829 0.462
C 0.559 0.517 0.699
C -0.479 0.248 -0.310
C -0.482 -1.283 -0.448
C -1.854 0.742 0.007
N -3.015 0.952 0.111
H 2.493 1.096 1.326
H 2.454 0.921 -0.488
H 0.039 0.568 1.773
H -0.504 0.663 -1.369
H -1.225 -1.732 -1.168
H 0.507 -1.536 -1.075
H -0.407 -1.985 0.480
```

As for the net charge: 0. For the frontier orbital gap, the calculation gives 10.86 eV. The SMILES is C=C[C@@H](C)C#N.


9.
The following is a DFT calculation (ωB97M-V/def2-TZVPD) of 2 unconnected molecules or ions with the total composition C5H13O5P at a distorted geometry.

```
24
Properties=species:S:1:pos:R:3
C -1.266 2.305 -0.248
C 2.363 1.838 -1.000
C -2.258 -2.425 -0.369
C 0.724 -0.713 2.631
C 0.567 0.276 -0.917
O 0.794 -2.217 0.211
O 0.338 0.436 -2.211
O 1.699 0.707 -0.422
O -1.543 -1.193 -0.481
O -0.294 -0.428 1.624
P -0.044 -1.027 0.178
H -1.882 1.998 -1.048
H -1.491 2.035 0.703
H -0.655 3.253 -0.189
H 1.496 2.597 -1.207
H 2.934 1.571 -1.834
H 2.986 2.334 -0.226
H -2.219 -3.040 -1.251
H -3.228 -2.246 -0.013
H -1.867 -3.112 0.342
H 1.717 -0.536 2.270
H 0.486 -1.872 2.710
H 0.414 -0.159 3.461
H 0.228 -0.381 -2.715
```

As for the net charge: 0. For the frontier orbital gap (alpha / beta), the calculation gives 7.61 / 8.84 eV.


10.
The following is a DFT calculation (ωB97M-V/def2-TZVPD) of 2 unconnected molecules or ions with the total composition C5H8O2.

```
15
Properties=species:S:1:pos:R:3
O 1.342 0.295 -1.389
C 0.856 -0.795 -1.197
C -0.644 -1.028 -1.006
O -1.211 -0.532 0.179
C -1.082 0.828 0.582
C -0.002 1.236 1.509
C 0.061 1.725 0.308
H 1.504 -1.695 -1.203
H -1.126 -0.626 -1.913
H -0.830 -2.109 -0.971
H -2.087 1.237 0.697
H 0.403 1.190 2.509
H 0.543 2.380 -0.398
H 0.954 -0.766 1.296
H 1.319 -1.339 0.995
```

As for the net charge: 0. For the frontier orbital gap, the calculation gives 10.27 eV. The SMILES is O=CCOC1C=C1.[H][H].


What did we get for energy? Answer: -102379.62292, -16995.06205, -33329.18812, -51851.17949, -59900.35966, -134717.26926, -8899.22035, -6786.12790, -24918.77175, -9404.67235 eV, in the order shown.